No. 1
C42H120F6N11O19S2 | ωB97M-V/def2-TZVPD

Values from the calculation:
**Kohn-Sham gap**: 8.38 eV
**LUMO level**: 1.87 eV

The geometry in ORCA input format:
```
! RIJCOSX wB97M-V def2-TZVPD def2/J DEFGRID3
* xyz -1 1
C 0.942 -0.092 -2.320
F 2.014 0.672 -2.259
F 0.434 -0.267 -3.531
F 1.344 -1.297 -1.882
S -0.429 0.460 -1.131
O -0.910 1.689 -1.730
O -1.363 -0.641 -1.092
N 0.360 0.822 0.322
S 0.112 -0.406 1.319
O -1.165 -0.529 1.977
O 0.723 -1.656 0.897
C 1.241 0.090 2.743
F 0.640 1.022 3.512
F 1.341 -0.990 3.525
F 2.449 0.464 2.373
O -4.462 -1.353 0.247
H -4.545 -0.724 -0.492
H -3.573 -1.199 0.592
O 0.261 3.481 1.157
H 0.153 2.570 0.828
H -0.446 3.591 1.816
O 3.050 3.351 2.494
H 3.858 3.006 2.890
H 2.494 3.589 3.244
O 2.545 2.305 -0.011
H 1.679 1.855 0.144
H 3.096 1.625 -0.408
O -1.489 3.552 3.170
H -1.919 4.016 3.893
H -1.919 2.689 3.145
C -1.436 -3.411 3.632
C -1.793 -4.144 2.333
C -0.596 -4.612 1.495
O -0.931 -5.225 0.249
C -1.379 -4.282 -0.718
N -2.627 -5.282 2.792
H -0.756 -3.972 4.279
H -2.304 -3.170 4.243
H -0.944 -2.473 3.363
H -2.424 -3.500 1.717
H -0.051 -5.422 1.990
H 0.143 -3.826 1.319
H -1.441 -4.757 -1.697
H -0.802 -3.359 -0.779
H -2.440 -4.109 -0.510
H -2.015 -5.865 3.360
H -2.735 -5.858 1.956
C -6.440 1.049 -2.433
C -5.054 0.515 -2.841
C -4.470 1.040 -4.173
O -3.182 0.535 -4.392
C -2.757 0.671 -5.725
N -4.093 0.723 -1.696
H -6.483 2.135 -2.311
H -6.706 0.627 -1.464
H -7.223 0.775 -3.142
H -5.249 -0.556 -2.938
H -4.401 2.135 -4.154
H -5.158 0.686 -4.950
H -3.608 0.396 -6.358
H -1.890 0.113 -6.076
H -2.510 1.714 -5.956
H -3.931 1.705 -1.930
H -3.296 0.275 -2.152
C 5.087 -1.781 1.816
C 5.515 -0.517 1.077
C 4.784 -0.299 -0.231
O 5.163 0.880 -0.948
C 6.404 0.649 -1.636
N 5.346 0.607 2.006
H 5.594 -2.645 1.384
H 4.024 -1.984 1.669
H 5.349 -1.653 2.864
H 6.599 -0.550 0.940
H 3.708 -0.141 -0.146
H 4.918 -1.213 -0.826
H 6.307 -0.281 -2.201
H 7.172 0.597 -0.863
H 6.663 1.441 -2.336
H 4.513 0.491 2.565
H 5.447 1.547 1.657
C 2.130 -1.988 11.118
C 1.745 -1.190 9.885
C 1.286 -2.204 8.806
O 0.987 -1.421 7.650
C 0.309 -2.126 6.646
N 0.586 -0.371 10.284
H 2.421 -1.342 11.948
H 3.014 -2.614 10.970
H 1.371 -2.664 11.517
H 2.520 -0.531 9.493
H 0.354 -2.714 9.067
H 2.076 -2.935 8.599
H 0.843 -3.038 6.356
H 0.321 -1.523 5.736
H -0.734 -2.386 6.851
H -0.007 -1.100 10.670
H 0.074 0.031 9.508
C -2.581 6.047 -5.226
C -3.726 5.142 -4.775
C -3.871 5.091 -3.283
O -2.693 4.539 -2.703
C -2.793 4.447 -1.301
N -4.957 5.518 -5.449
H -2.633 7.042 -4.775
H -2.572 6.189 -6.308
H -1.597 5.681 -4.936
H -3.408 4.151 -5.129
H -4.756 4.504 -3.009
H -3.904 6.069 -2.792
H -3.618 3.793 -0.982
H -3.126 5.389 -0.844
H -1.960 4.116 -0.681
H -5.687 4.853 -5.230
H -4.810 5.593 -6.444
C -3.322 -0.417 4.724
C -4.638 0.330 4.732
C -4.911 0.983 3.331
O -3.766 1.590 2.823
C -3.859 2.052 1.493
N -5.655 -0.657 5.077
H -2.502 0.300 4.798
H -3.227 -0.985 3.795
H -3.181 -1.165 5.505
H -4.573 1.114 5.489
H -5.722 1.713 3.491
H -5.399 0.325 2.601
H -4.586 2.866 1.380
H -4.262 1.248 0.872
H -2.912 2.402 1.085
H -5.661 -1.360 4.345
H -6.522 -0.126 5.022
C -2.010 -6.544 -4.858
C -2.968 -5.476 -5.397
C -2.460 -4.085 -4.972
O -2.774 -3.829 -3.607
C -2.801 -2.451 -3.405
N -2.831 -5.651 -6.854
H -2.011 -7.407 -5.525
H -2.293 -6.823 -3.839
H -0.936 -6.368 -4.752
H -3.981 -5.639 -5.040
H -2.906 -3.395 -5.700
H -1.383 -3.959 -5.122
H -3.604 -1.882 -3.889
H -1.903 -1.904 -3.718
H -2.954 -2.232 -2.346
H -3.344 -4.888 -7.293
H -1.890 -5.510 -7.205
C 0.038 3.080 -4.787
C 0.851 4.001 -3.889
C 1.491 5.162 -4.654
O 2.341 4.759 -5.699
C 3.267 5.738 -6.157
N 0.080 4.456 -2.732
H -0.097 2.084 -4.365
H 0.500 2.914 -5.767
H -0.951 3.476 -5.032
H 1.662 3.394 -3.478
H 2.069 5.756 -3.939
H 0.682 5.825 -4.989
H 2.739 6.673 -6.363
H 3.628 5.363 -7.113
H 4.085 5.907 -5.456
H -0.359 3.601 -2.403
H -0.740 5.019 -2.911
C 3.892 -3.011 -4.509
C 4.226 -1.846 -5.453
C 4.002 -0.414 -4.851
O 4.405 0.509 -5.877
C 3.329 1.284 -6.369
N 5.628 -2.012 -5.823
H 4.088 -2.707 -3.477
H 4.301 -3.964 -4.837
H 2.827 -3.259 -4.427
H 3.588 -1.883 -6.339
H 4.721 -0.278 -4.042
H 2.964 -0.338 -4.527
H 2.546 0.700 -6.862
H 3.757 1.935 -7.132
H 2.888 1.919 -5.597
H 5.820 -1.120 -6.281
H 6.206 -1.965 -4.988
C 4.590 -3.323 5.702
C 4.722 -1.914 6.270
C 3.719 -0.876 5.784
O 4.094 0.392 6.276
C 3.271 1.426 5.788
N 4.730 -1.950 7.745
H 3.776 -3.820 6.238
H 5.488 -3.916 5.865
H 4.314 -3.406 4.650
H 5.674 -1.450 5.993
H 2.711 -1.106 6.147
H 3.704 -0.937 4.689
H 3.666 2.398 6.089
H 2.283 1.441 6.259
H 3.281 1.292 4.705
H 4.630 -0.969 7.995
H 3.877 -2.381 8.091
*
```


No. 2
C45H46ClF10S | ωB97M-V/def2-TZVPD

Values from the calculation:
**Kohn-Sham gap**: 8.10 eV
**LUMO level**: -2.28 eV

The geometry in ORCA input format:
```
! RIJCOSX wB97M-V def2-TZVPD def2/J DEFGRID3
* xyz 1 1
C 0.831 1.350 3.962
C 1.147 1.360 2.452
F 2.266 2.088 2.159
C -0.058 1.764 1.611
S -0.153 3.551 1.319
C 0.178 4.456 2.854
C 1.636 4.913 3.016
C 2.417 5.086 1.736
Cl 1.867 6.539 0.857
C -1.924 3.789 0.993
C -2.858 3.463 2.163
C -3.254 4.648 3.017
F -3.074 5.803 2.414
F -4.521 4.559 3.321
F -2.587 4.684 4.141
H 1.406 2.119 4.455
H 1.026 0.363 4.349
H -0.224 1.545 4.060
H 1.361 0.331 2.187
H -0.962 1.384 2.060
H 0.002 1.300 0.633
H -0.050 3.784 3.669
H -0.508 5.283 2.948
H 1.585 5.892 3.472
H 2.189 4.306 3.715
H 3.442 5.281 2.004
H 2.431 4.219 1.096
H -2.101 4.757 0.545
H -2.134 3.055 0.226
H -2.398 2.755 2.840
H -3.730 2.965 1.777
F -0.418 0.874 -2.321
C -0.475 -0.472 -2.171
C -1.693 -1.112 -2.281
C -1.739 -2.490 -2.125
C -0.577 -3.201 -1.854
C 0.635 -2.535 -1.744
C 0.690 -1.159 -1.909
H -2.587 -0.537 -2.486
H -2.683 -3.010 -2.216
H -0.617 -4.275 -1.729
H 1.542 -3.086 -1.530
H 1.628 -0.622 -1.837
F -0.427 -6.003 -3.673
C -1.519 -6.115 -4.466
C -1.483 -5.579 -5.736
C -2.603 -5.701 -6.546
C -3.738 -6.345 -6.073
C -3.754 -6.874 -4.789
C -2.635 -6.764 -3.977
H -0.591 -5.075 -6.085
H -2.588 -5.294 -7.547
H -4.610 -6.436 -6.706
H -4.639 -7.373 -4.419
H -2.623 -7.176 -2.977
F 1.407 -6.368 -7.635
C 2.434 -6.486 -6.768
C 3.726 -6.483 -7.253
C 4.778 -6.600 -6.358
C 4.527 -6.725 -4.998
C 3.220 -6.729 -4.531
C 2.162 -6.604 -5.420
H 3.900 -6.392 -8.317
H 5.797 -6.593 -6.722
H 5.351 -6.819 -4.303
H 3.021 -6.831 -3.472
H 1.141 -6.599 -5.076
F 4.254 -3.739 -0.158
C 3.672 -3.450 1.018
C 3.991 -2.267 1.656
C 3.382 -1.969 2.867
C 2.474 -2.856 3.429
C 2.167 -4.041 2.775
C 2.763 -4.340 1.560
H 4.708 -1.593 1.206
H 3.620 -1.043 3.376
H 2.005 -2.624 4.377
H 1.461 -4.735 3.212
H 2.529 -5.256 1.033
F -3.120 2.922 -1.870
C -3.055 4.065 -2.598
C -3.945 5.083 -2.324
C -3.870 6.253 -3.066
C -2.919 6.382 -4.068
C -2.036 5.342 -4.328
C -2.099 4.173 -3.585
H -4.686 4.958 -1.544
H -4.557 7.064 -2.862
H -2.866 7.294 -4.648
H -1.298 5.441 -5.112
H -1.416 3.352 -3.766
F 1.598 1.633 6.924
C 0.866 2.644 7.438
C -0.241 3.094 6.745
C -0.995 4.129 7.282
C -0.628 4.702 8.491
C 0.491 4.238 9.168
C 1.244 3.198 8.643
H -0.510 2.641 5.804
H -1.871 4.487 6.756
H -1.216 5.510 8.905
H 0.780 4.687 10.109
H 2.114 2.817 9.161
*
```


No. 3
C6H4BrClN2S | ωB97M-V/def2-TZVPD

Values from the calculation:
**Kohn-Sham gap (alpha / beta)**: 6.70 / 6.11 eV
**LUMO level (alpha / beta)**: -1.33 / -1.45 eV

The geometry in ORCA input format:
```
! RIJCOSX wB97M-V def2-TZVPD def2/J DEFGRID3
* xyz 0 1
C 3.089 1.059 0.580
C -1.210 0.749 1.131
C 2.883 -0.248 0.638
C 1.121 -0.042 -0.822
C -2.078 -0.268 0.533
C -1.660 -0.787 -0.829
N 2.837 2.201 0.494
N -0.500 1.513 1.608
S 0.063 -1.283 -0.757
Cl 0.831 1.520 -1.242
Br 3.729 -1.779 0.182
H -2.201 -1.217 1.002
H -3.016 0.248 0.405
H -1.604 -0.109 -1.772
H -2.284 -1.558 -1.150
*
```


No. 4
C45H60N10O15 | ωB97M-V/def2-TZVPD

Values from the calculation:
**Kohn-Sham gap**: 6.58 eV
**ΔE to the lowest compared entry with this formula, charge and spin**: 534.4 kcal per mole
**LUMO level**: -2.06 eV

The geometry in ORCA input format:
```
! RIJCOSX wB97M-V def2-TZVPD def2/J DEFGRID3
* xyz 0 1
C -7.287 0.756 1.583
C -7.782 -0.678 1.231
C -7.056 -1.488 0.095
C -5.545 -1.121 -0.076
C -5.038 0.211 0.407
C -5.940 1.069 1.234
N -4.636 -2.034 -0.750
O -4.956 -3.372 -0.848
O -3.720 -1.485 -1.322
H -7.808 1.331 2.183
H -8.845 -1.028 1.397
H -7.412 -2.288 -0.450
H -4.265 0.574 0.152
H -5.514 2.021 1.764
C 0.483 -4.549 7.720
C 1.683 -5.498 7.228
C 2.203 -5.164 5.863
C 1.500 -4.153 4.872
C 0.234 -3.495 5.439
C -0.196 -3.725 6.798
N 2.027 -3.934 3.473
O 3.183 -4.307 3.327
O 1.294 -3.450 2.667
H -0.176 -4.661 8.526
H 1.926 -6.354 7.792
H 3.083 -5.589 5.599
H -0.366 -2.811 4.880
H -1.124 -3.152 7.093
C -0.438 3.905 -1.998
C -0.102 2.540 -1.629
C -1.045 1.926 -0.476
C -1.538 2.896 0.586
C -1.593 4.362 0.337
C -1.075 4.803 -1.034
N -2.252 2.511 1.852
O -2.697 3.386 2.556
O -2.502 1.410 2.131
H 0.034 4.286 -2.958
H 0.409 1.897 -2.142
H -1.009 0.816 -0.254
H -2.079 5.053 0.900
H -1.113 5.911 -1.314
C 1.477 -0.600 -1.439
C 1.707 -0.380 0.096
C 0.768 -0.884 1.105
C -0.410 -1.828 0.587
C -0.599 -2.001 -0.949
C 0.377 -1.353 -1.892
N -1.346 -2.396 1.499
O -2.366 -3.002 1.071
O -1.364 -2.118 2.752
H 2.203 0.062 -1.997
H 2.546 0.091 0.388
H 1.166 -0.671 2.118
H -1.325 -2.564 -1.220
H 0.166 -1.575 -2.884
C 5.911 0.224 -0.159
C 6.938 0.598 -1.257
C 7.396 2.123 -1.241
C 6.812 3.016 -0.158
C 5.658 2.472 0.756
C 5.404 1.105 0.710
N 7.224 4.402 0.076
O 8.390 4.806 -0.489
O 6.395 5.106 0.718
H 5.605 -0.974 -0.210
H 7.264 -0.071 -1.966
H 8.105 2.345 -1.900
H 5.358 3.039 1.499
H 4.651 0.882 1.235
C -1.171 -3.251 -7.317
O -0.559 -3.554 -8.369
N -1.121 -3.913 -6.120
C -1.662 -3.446 -4.881
C -0.295 -5.148 -6.086
H -1.630 -2.291 -7.221
H -1.216 -2.375 -4.690
H -1.104 -3.866 -4.008
H -2.833 -3.564 -5.032
H -0.061 -5.602 -7.195
H -0.915 -5.862 -5.365
H 0.611 -4.971 -5.776
C 3.194 2.316 3.811
O 2.548 1.288 3.678
N 2.929 3.452 2.941
C 3.703 4.660 3.118
C 1.682 3.566 2.344
H 4.128 2.255 4.319
H 4.658 4.436 3.531
H 3.348 5.289 3.827
H 3.991 5.075 2.316
H 1.282 4.476 2.253
H 0.808 3.210 2.862
H 1.809 3.256 1.225
C 2.857 2.217 -5.111
O 1.610 2.748 -5.047
N 3.709 2.300 -4.054
C 5.011 1.525 -4.033
C 3.436 3.189 -2.909
H 3.346 1.923 -5.881
H 4.893 0.850 -4.754
H 5.112 0.736 -3.156
H 5.846 2.105 -3.974
H 2.354 2.893 -2.331
H 3.529 4.127 -3.159
H 4.230 3.060 -2.170
C -3.446 -2.843 4.909
O -3.147 -3.445 5.876
N -4.011 -1.567 4.984
C -4.515 -0.989 3.710
C -4.137 -0.914 6.257
H -3.394 -3.242 3.880
H -4.443 0.046 3.796
H -5.439 -1.234 3.561
H -4.076 -1.288 2.787
H -3.370 -1.190 6.981
H -5.073 -1.157 6.595
H -4.397 0.066 6.258
C -3.056 0.073 -6.009
O -2.788 0.215 -7.195
N -2.295 0.524 -4.968
C -2.689 0.496 -3.571
C -0.978 1.173 -5.258
H -4.132 -0.395 -5.669
H -1.941 -0.061 -3.034
H -3.586 0.159 -3.497
H -2.522 1.409 -3.035
H -1.059 1.782 -6.020
H -0.072 0.478 -5.645
H -0.615 1.616 -4.529
*
```


No. 5
C5H10NO | ωB97M-V/def2-TZVPD

Values from the calculation:
**Kohn-Sham gap**: 6.45 eV
**ΔE to the lowest compared entry with this formula, charge and spin**: 135.2 kcal per mole
**LUMO level**: -6.47 eV

The geometry in ORCA input format:
```
! RIJCOSX wB97M-V def2-TZVPD def2/J DEFGRID3
* xyz 1 1
C 0.221 0.853 0.747
C -1.290 0.757 0.684
C 0.820 -0.100 -0.230
C 0.826 -1.467 0.031
C 0.972 0.423 -1.616
N -1.677 -0.550 1.208
O -2.598 -0.866 1.871
H 0.501 1.848 0.428
H 0.692 0.583 1.696
H -1.870 1.450 1.259
H -1.737 0.925 -0.270
H 1.118 -2.021 -0.922
H -0.157 -1.748 0.326
H 1.377 -1.760 0.900
H 0.797 1.504 -1.693
H 0.206 0.167 -2.301
H 1.798 0.003 -2.118
*
```


No. 6
C6H9N | ωB97M-V/def2-TZVPD

Values from the calculation:
**Kohn-Sham gap (alpha / beta)**: 7.59 / 7.65 eV
**ΔE to the lowest compared entry with this formula, charge and spin**: 216.6 kcal per mole
**LUMO level (alpha / beta)**: -0.20 / -0.20 eV

The geometry in ORCA input format:
```
! RIJCOSX wB97M-V def2-TZVPD def2/J DEFGRID3
* xyz 0 1
C 2.134 -0.169 0.456
N 1.003 -0.631 -0.335
C 0.095 -1.238 0.553
C -1.085 0.067 0.807
C -0.967 1.079 -0.328
C -0.259 -0.109 -1.095
C -1.124 -1.056 -0.211
H 1.837 0.472 1.275
H 1.530 1.472 -0.504
H 2.915 0.311 -0.100
H 0.377 -1.880 1.390
H -1.759 0.200 1.653
H -0.654 2.101 -0.055
H -1.921 1.282 -0.856
H -0.208 -0.147 -2.190
H -1.915 -1.754 -0.458
*
```